1.
Density functional theory data (wB97M-V/def2-TZVPD) for a molecular structure, C25H35F2Si in a non-equilibrium geometry.

Output
calculated total energy: -1462.44111 hartree
Kohn-Sham gap: 4.9722 eV
largest force on an atom: 12.068 eV/A
charge: +1
LUMO level: -5.409 eV

```
63
Properties=species:S:1:pos:R:3:forces:R:3
Si -3.083366 -0.136414 -0.132700 -0.38 0.42 -0.38
F 1.798681 5.175893 2.545093 0.33 -1.66 -0.78
F 7.493903 -1.097392 -2.136319 -1.50 0.21 0.89
C -4.469545 -2.588890 -0.856248 -0.11 -0.22 0.00
C 1.368055 1.660272 1.777242 -0.12 -0.37 -0.30
C 1.325308 -2.694400 0.441435 0.64 0.33 0.42
C 2.022584 3.938240 2.005330 -0.33 1.05 0.58
C 3.833234 -0.297565 -0.268093 1.59 -0.24 -0.51
C -0.374569 -0.913504 0.805814 2.96 -0.20 -1.69
C 5.143905 -1.431059 -2.025701 -0.18 0.06 0.26
C 0.583455 -1.246372 -1.456512 0.35 0.78 -0.01
C 6.306593 -0.111608 -0.327302 -0.24 -0.13 0.09
C 2.598570 0.133318 0.269680 4.60 3.01 0.81
C 3.931801 -1.168669 -1.400718 -0.08 0.20 0.24
C 0.853536 -1.270039 0.063701 -10.49 -5.96 -0.03
C 3.150164 3.743828 1.211641 0.17 -0.14 -0.16
C -0.665455 -1.499832 2.137767 0.24 0.09 0.87
C 5.089578 0.152892 0.278807 -0.36 0.25 -0.33
C 6.307620 -0.883643 -1.487234 0.88 -0.07 -0.68
C -4.081151 1.125256 0.844869 0.39 -0.06 0.02
C 2.460575 1.395911 0.884017 -0.03 1.02 0.51
C -1.239842 0.193119 0.347345 -0.08 0.34 0.07
C 3.347510 2.500139 0.636622 -0.15 -0.16 0.05
C -5.572531 1.203535 0.510406 -0.15 0.16 0.12
C -2.891122 1.656236 -2.390691 -0.08 0.05 -0.25
C -3.276036 0.238099 -1.961437 0.06 -0.28 0.06
C -3.707668 -1.856273 0.253767 0.21 -0.12 0.35
C 1.114268 2.917591 2.290700 0.13 -0.20 0.01
H -1.388421 0.919916 1.168880 0.13 -0.19 -0.14
H -3.602943 2.105151 0.691428 -0.13 -0.10 0.11
H -6.051339 1.966377 1.137787 -0.01 -0.19 -0.18
H -1.811290 1.830571 -2.305514 -0.17 0.00 0.03
H -2.678888 -0.504365 -2.513219 -0.17 0.14 -0.06
H -5.198898 -1.947393 -1.365578 0.15 -0.14 0.12
H 1.716707 -0.557912 0.384090 1.25 1.49 0.50
H -4.350218 -1.744343 1.141483 0.15 -0.11 -0.15
H -2.847140 -2.458122 0.574720 -0.26 -0.10 -0.04
H -3.783197 -2.990702 -1.611432 -0.16 0.15 0.08
H 0.874597 -0.290984 -1.910654 -0.09 -0.07 -0.20
H -5.018243 -3.438096 -0.429399 0.10 0.15 -0.19
H 1.901835 -2.684254 1.376165 -0.11 -0.23 -0.12
H 5.186534 -2.046486 -2.920978 0.07 0.15 0.20
H 3.023962 -1.583611 -1.829299 0.25 0.16 0.05
H -0.485062 -1.425048 -1.645272 0.40 0.23 -0.03
H -0.792526 0.749736 -0.491362 -0.14 -0.18 0.20
H -1.065465 -0.736408 2.823571 -0.04 -0.18 -0.13
H 4.201366 2.350880 -0.022435 -0.36 0.19 0.03
H 5.077426 0.750953 1.189730 0.04 -0.28 -0.18
H -3.163781 1.810567 -3.442530 0.13 0.09 0.22
H -1.421907 -2.302305 2.093797 0.26 0.23 -0.12
H -4.327532 0.032568 -2.216344 0.25 0.07 0.00
H 1.125147 -2.055721 -1.958641 -0.10 0.27 0.08
H 0.722821 0.828709 2.070960 0.21 0.40 -0.16
H 0.453477 -3.349789 0.560000 0.37 0.06 0.02
H 3.857770 4.554514 1.041574 -0.31 -0.14 0.03
H -6.088189 0.254709 0.702950 0.11 0.13 -0.08
H -3.943874 0.874740 1.908132 -0.05 0.14 -0.09
H -5.751841 1.483319 -0.535342 0.08 -0.10 0.18
H 0.227203 -1.926001 2.618431 -0.30 0.06 -0.19
H 7.234473 0.284412 0.079797 -0.17 -0.20 -0.11
H 1.966740 -3.121005 -0.338366 -0.08 0.12 0.24
H 0.239914 3.101196 2.913311 0.34 0.04 -0.06
H -3.407272 2.425560 -1.801724 0.10 -0.17 -0.09
```
Positions in Å, forces in eV/Å.



2.
Density functional theory data (wB97M-V/def2-TZVPD) for a molecular structure, C25H35N2SSn in a non-equilibrium geometry.

Output
calculated total energy: -1695.02930 hartree
Kohn-Sham gap (spin up / spin down): 6.6181 / 5.8103 eV
largest force on an atom: 9.614 eV/A
charge: +1
LUMO level (spin up / spin down): -3.558 / -4.427 eV

```
64
Properties=species:S:1:pos:R:3:forces:R:3
Sn -0.287197 0.163492 0.616450 0.00 -0.39 -0.73
S -0.706361 -0.254423 3.113257 -0.16 0.35 0.14
N 1.322743 1.685007 3.032646 -0.41 -0.46 0.35
N 1.349294 0.374644 4.755020 -0.33 0.04 -0.65
C 0.656681 0.649294 3.621545 1.02 0.31 0.45
C 2.252946 -2.171071 1.631923 0.34 -0.13 0.36
C 0.062015 -2.368083 -1.407118 0.81 0.56 -0.57
C 3.366429 -0.674204 -0.914218 0.31 0.17 -0.10
C 1.577446 -2.069640 0.316011 -2.63 -1.05 0.61
C 2.362295 2.757562 -1.578245 -1.51 -0.65 -1.60
C 1.138968 -1.574187 -1.897692 0.49 -0.03 1.09
C 2.440266 2.021129 3.777988 -0.01 0.07 -0.13
C -1.096956 -2.868072 -2.182028 -0.25 -0.05 -0.27
C -0.524456 -3.487742 0.864823 -0.29 -0.66 0.28
C 1.144149 2.534984 -1.183949 -5.90 1.33 -2.37
C 2.457499 1.199441 4.847306 -0.02 -0.08 0.24
C -2.662140 0.765149 -2.803519 -2.03 -0.30 1.80
C -3.219478 3.317992 -2.161610 -1.71 -1.80 1.38
C -2.514756 0.165889 0.181950 2.19 1.07 -0.38
C -0.008108 2.762496 -2.076899 -3.94 -2.59 6.95
C 1.339962 2.698881 -3.894902 -0.05 -0.28 1.44
C -2.696724 1.589188 -0.356681 -1.05 -2.96 3.07
C 2.080523 -1.403662 -0.842832 -0.76 0.25 -2.14
C 1.280019 -1.031780 -3.268862 0.23 0.04 -0.63
C 2.400567 2.791038 -3.030717 1.11 0.29 1.94
C -3.220212 1.722048 -1.534321 5.39 4.19 -6.77
C 0.314934 -2.661782 -0.033058 1.56 1.31 1.44
C 0.970648 -0.679820 5.686883 0.03 -0.22 0.23
C -0.027674 2.603565 -3.407315 2.29 0.69 -2.52
H 1.027832 2.134616 2.170878 0.13 -0.20 0.22
H -2.921468 3.533397 -3.218408 -0.27 -0.91 0.96
H -3.606157 0.221210 -2.718030 0.39 -1.27 -1.40
H 3.432508 -0.065996 -1.823047 -0.02 -0.14 0.20
H -0.795351 2.530017 -4.235818 0.48 0.33 1.85
H -2.542611 1.222681 -3.818287 -0.51 0.07 1.35
H -1.139197 2.652272 -1.205549 3.49 0.58 -3.46
H 1.710916 -0.023072 -3.252323 -0.13 -0.18 -0.07
H -0.063593 -4.480269 1.011125 -0.24 0.26 0.05
H -1.766550 0.090528 -2.637839 -1.06 0.92 0.44
H -0.076683 -0.559370 5.986235 0.30 0.04 -0.05
H -2.616354 2.391487 0.370906 -0.27 0.13 0.02
H 1.620883 -0.601156 6.562061 -0.18 -0.06 -0.16
H -1.523274 -3.652830 0.436540 0.26 0.05 0.19
H 1.590578 2.720709 -4.920370 -0.05 -0.05 -1.05
H -1.152330 -2.398072 -3.170413 -0.02 -0.13 0.24
H 3.111691 2.809994 3.471547 -0.13 -0.14 0.11
H 3.504841 -0.009188 -0.048235 -0.03 -0.17 -0.17
H 3.144529 1.110389 5.679107 -0.13 0.13 -0.23
H -2.957796 0.022418 1.136569 -0.59 -0.27 0.68
H 3.417702 2.911226 -3.231843 1.32 0.19 -1.95
H -2.669313 -0.635783 -0.522337 -0.52 0.00 -0.19
H 1.087207 -1.669954 5.226399 0.02 0.32 0.07
H -0.646823 -3.026823 1.857485 0.04 -0.20 -0.24
H 2.887030 -3.073800 1.668198 -0.15 0.25 0.06
H 1.943667 -1.670185 -3.879442 -0.26 0.27 0.11
H 1.534239 -2.234732 2.460997 0.11 -0.08 -0.24
H -4.307725 3.294839 -2.033528 -0.13 1.53 -0.69
H 2.905814 -1.307308 1.819233 -0.10 -0.19 -0.07
H -1.016376 -3.956917 -2.338096 -0.03 0.27 0.08
H 4.214208 -1.379327 -0.923720 -0.19 0.17 0.05
H 2.814291 2.823955 -0.646634 3.60 0.37 0.55
H -2.773442 4.109718 -1.517555 -0.33 -0.89 -0.12
H -2.048012 -2.687957 -1.659045 0.21 -0.08 -0.10
H 0.310093 -0.975653 -3.778700 0.25 0.04 0.05
```
Positions in Å, forces in eV/Å.



3.
Density functional theory data (wB97M-V/def2-TZVPD) for a molecular structure, C25H35N3Pt in a non-equilibrium geometry.

Output
calculated total energy: -1256.99256 hartree
multiplicity: 3
Kohn-Sham gap (spin up / spin down): 5.0825 / 5.1648 eV
largest force on an atom: 6.458 eV/A
LUMO level (spin up / spin down): 0.601 / -1.586 eV

```
64
Properties=species:S:1:pos:R:3:forces:R:3
Pt -1.037387 0.346090 0.145211 6.35 1.18 0.09
N 0.394267 1.231421 -1.260417 -1.58 0.65 0.57
N 0.468037 -1.179281 -0.239957 -1.29 -1.42 0.35
N -1.359139 -0.897798 2.029194 0.09 0.89 1.30
C -0.286490 1.897316 4.061406 0.18 -0.61 0.45
C 2.551737 1.086149 -2.300888 0.17 1.06 -0.52
C -3.122561 -0.030667 -0.610868 -2.20 0.19 -0.88
C 0.344873 -2.448992 0.201059 1.11 -0.01 -0.40
C -0.558277 1.403677 5.345610 -0.25 0.24 -0.33
C 0.188258 2.416254 -1.876162 0.98 -0.06 -0.36
C -0.174541 0.981261 3.014606 -0.03 0.86 -0.46
C 2.487791 -3.051587 -0.688953 0.62 1.13 -0.80
C 1.574672 -0.815326 -0.950227 -0.21 1.23 -0.84
C 2.374470 2.344705 -2.872080 0.76 -1.37 0.25
C 1.148028 2.995419 -2.696289 -1.08 0.46 0.42
C -2.826156 0.945168 -1.766321 -0.34 -0.23 -0.82
C 1.316684 -3.418804 -0.021189 -1.06 -0.09 0.71
C -3.435072 -1.596767 3.190659 -0.26 0.22 0.35
C -0.795585 -0.817289 4.455505 -0.21 0.18 1.02
C -1.534722 -3.237623 2.871113 0.12 -0.60 0.23
C -0.770566 -0.300492 3.118634 -0.42 -1.28 -0.07
C 2.602437 -1.753367 -1.177184 0.29 -0.85 0.25
C -2.306459 -2.046637 2.260298 0.41 -0.05 0.68
C -3.043050 -2.588521 1.035332 -0.27 0.00 -0.47
C -1.537026 2.258463 0.683112 -0.62 -0.28 0.67
C -0.122575 3.374279 3.842264 0.33 0.29 -0.11
C -0.720799 0.027667 5.561508 0.28 -0.59 -0.52
C -0.809208 -0.515237 6.967592 0.04 -0.04 0.12
C 1.537648 0.526508 -1.503526 0.23 -1.59 0.53
H -1.761197 1.150482 -1.916745 -0.78 -0.11 -0.25
H 3.166157 2.804036 -3.465572 -0.22 -0.21 0.13
H 1.147522 -4.439594 0.329912 0.13 0.38 -0.04
H -2.815871 0.248513 0.459957 -0.88 -0.34 -0.69
H -0.613539 2.096268 6.188921 0.02 -0.16 -0.21
H 3.461038 -1.426735 -1.763327 -0.11 -0.31 0.28
H -3.197300 0.482702 -2.695906 -0.06 0.25 0.19
H -2.027912 2.221627 1.664138 -0.13 0.37 -0.16
H 0.050988 -0.186877 7.571022 -0.23 -0.11 -0.19
H 3.453405 0.499558 -2.458189 -0.08 0.35 -0.03
H -4.203844 0.054609 -0.448232 -0.25 -0.30 -0.07
H -0.880171 -1.885865 4.639256 -0.23 0.44 -0.07
H -2.392647 -2.851169 0.195687 -0.12 0.15 0.08
H -0.813536 3.936126 4.486395 0.20 -0.19 -0.15
H 3.292102 -3.771934 -0.834170 -0.20 0.19 -0.08
H -3.073002 -1.329986 4.187697 -0.15 -0.01 -0.21
H -3.546699 -3.518018 1.345388 0.21 0.31 -0.01
H -0.828038 -1.613341 6.965891 -0.02 0.30 0.03
H -0.448027 -3.093459 2.861492 -0.27 -0.02 0.09
H -1.867633 -3.422870 3.898270 0.16 -0.04 -0.14
H -2.936116 -1.063672 -0.885332 -0.01 0.19 -0.02
H 0.897587 3.710823 4.073315 -0.19 -0.04 -0.04
H -0.772945 2.902858 -1.722935 0.30 -0.10 0.10
H -3.354708 1.888961 -1.618148 0.07 -0.05 -0.08
H -0.341198 3.639862 2.802974 0.07 -0.03 0.25
H -3.838789 -1.912990 0.703289 0.31 -0.18 0.02
H -4.158844 -2.416987 3.295136 0.13 0.23 -0.03
H -1.714733 -0.152726 7.477284 0.21 -0.12 -0.16
H -0.591807 2.796404 0.811468 -0.19 0.07 -0.23
H -2.180637 2.769417 -0.039350 0.09 0.03 0.18
H -1.746557 -4.156270 2.308891 0.13 0.20 0.10
H 0.288413 1.287392 2.072350 -0.54 -0.08 0.14
H -0.537419 -2.662645 0.792241 0.34 -0.03 -0.45
H 0.932457 3.952108 -3.173907 0.08 -0.30 0.16
H -3.947993 -0.727798 2.754095 0.08 -0.20 0.15
```
Positions in Å, forces in eV/Å.



Among the records above, which one has the lowest largest force on an atom? C25H35N3Pt